Entry 1:
{"formula": "C4H12N2O", "method": "wB97M-V/def2-TZVPD", "de_lowest_kj_mol": 80.6, "homo_lumo_gap_ev": [2.874, 8.654], "lumo_ha": [0.147, 0.141], "mol_weight_g_mol": 104.2, "total_charge": -1, "multiplicity": 2, "species": ["C", "C", "C", "C", "N", "N", "H", "H", "H", "H", "H", "H", "H", "H", "H", "H", "H", "H", "O"], "coordinates": [[-1.054, 0.789, 0.570], [-0.032, 1.038, -0.533], [1.362, 0.550, -0.196], [2.263, 0.420, -1.168], [1.706, 0.478, 1.194], [-1.075, -0.597, 0.999], [-0.915, 1.509, 1.378], [-2.028, 1.072, 0.164], [0.081, 2.113, -0.688], [-0.287, 0.511, -1.452], [3.283, 0.145, -0.875], [2.102, 0.587, -2.213], [1.947, 1.440, 1.516], [2.549, -0.088, 1.272], [-0.182, -0.810, 1.446], [-1.936, -0.818, 1.467], [-2.225, -1.995, -1.970], [-1.723, -1.857, -0.543], [-2.522, -2.121, -1.058]]}

***

Entry 2:
{"formula": "C27H38BIrN3O4SSi", "method": "wB97M-V/def2-TZVPD", "de_lowest_kj_mol": 0.0, "homo_lumo_gap_ev": [7.142, 4.777], "lumo_ha": [-0.166, -0.309], "mol_weight_g_mol": 731.8, "total_charge": 2, "multiplicity": 6, "species": ["Ir", "C", "Si", "C", "C", "C", "C", "C", "C", "C", "C", "H", "H", "H", "H", "H", "H", "H", "H", "H", "H", "H", "H", "H", "H", "H", "H", "H", "H", "H", "H", "H", "O", "B", "O", "C", "C", "C", "C", "C", "C", "H", "H", "H", "H", "N", "C", "C", "O", "O", "H", "H", "H", "H", "H", "S", "C", "C", "C", "N", "C", "C", "C", "C", "C", "N", "C", "C", "H", "H", "H", "H", "H", "H", "H", "H"], "coordinates": [[-0.246, -0.789, -0.700], [-1.136, -2.565, 2.356], [-0.005, -2.555, 0.863], [-1.037, -4.500, -0.243], [-0.397, -4.436, -1.595], [-0.678, -5.681, 0.596], [-2.466, -4.054, -0.164], [1.735, -3.120, 1.390], [2.283, -1.776, 1.932], [1.780, -4.141, 2.527], [2.621, -3.567, 0.229], [-1.248, -3.550, 2.810], [-2.113, -2.149, 2.119], [-0.673, -1.916, 3.107], [0.666, -4.667, -1.567], [-0.545, -3.470, -2.079], [-0.874, -5.198, -2.229], [0.364, -5.972, 0.483], [-1.288, -6.529, 0.250], [-0.915, -5.545, 1.651], [-2.607, -3.028, -0.507], [-2.876, -4.155, 0.839], [-3.053, -4.709, -0.824], [1.728, -1.421, 2.804], [2.281, -0.988, 1.173], [3.320, -1.927, 2.247], [1.202, -3.815, 3.394], [2.815, -4.267, 2.858], [1.419, -5.122, 2.227], [2.580, -2.869, -0.610], [2.349, -4.560, -0.132], [3.662, -3.622, 0.561], [-1.480, -1.403, -3.504], [-1.689, -0.958, -2.121], [-3.138, -0.810, -2.015], [-3.683, -1.130, -3.166], [-5.030, -1.143, -3.519], [-5.299, -1.526, -4.808], [-4.265, -1.894, -5.737], [-2.936, -1.892, -5.402], [-2.647, -1.501, -4.097], [-5.800, -0.864, -2.814], [-6.324, -1.557, -5.155], [-4.564, -2.182, -6.737], [-2.154, -2.166, -6.096], [-2.745, 2.503, 2.809], [-1.465, 2.509, 2.030], [-1.458, 1.184, 1.246], [-0.453, 1.021, 0.502], [-2.417, 0.430, 1.431], [-2.609, 2.569, 3.816], [-3.144, 1.558, 2.553], [-3.391, 3.237, 2.526], [-0.619, 2.556, 2.710], [-1.435, 3.365, 1.362], [5.350, 1.384, -3.680], [3.917, 0.729, -2.926], [3.295, 1.502, -1.941], [2.152, 1.036, -1.335], [1.600, -0.148, -1.644], [2.194, -0.891, -2.590], [3.335, -0.499, -3.249], [5.916, 0.001, -4.648], [6.754, -0.946, -4.082], [7.178, -2.000, -4.882], [6.821, -2.143, -6.154], [6.032, -1.217, -6.688], [5.553, -0.121, -5.980], [3.707, 2.456, -1.642], [1.651, 1.608, -0.565], [1.720, -1.838, -2.821], [3.767, -1.146, -3.999], [7.073, -0.868, -3.051], [7.838, -2.759, -4.478], [5.768, -1.351, -7.730], [4.927, 0.620, -6.460]]}

***

Entry 3:
{"formula": "C13H20BBaCl3GeN2O3", "method": "wB97M-V/def2-TZVPD", "de_lowest_kj_mol": 134.6, "homo_lumo_gap_ev": [8.021, 5.897], "lumo_ha": [-0.118, -0.197], "mol_weight_g_mol": 579.4, "total_charge": 1, "multiplicity": 2, "species": ["Ba", "N", "C", "C", "N", "H", "H", "H", "H", "H", "H", "H", "H", "Cl", "Ge", "Cl", "Cl", "O", "C", "C", "C", "C", "C", "C", "C", "C", "C", "O", "B", "O", "C", "C", "H", "H", "H", "H", "H", "H", "H", "H", "H", "H", "H", "H"], "coordinates": [[2.062, -3.021, -0.601], [2.013, -3.884, 2.066], [1.079, -5.018, 2.230], [1.378, -6.102, 1.214], [1.061, -5.662, -0.168], [2.965, -4.201, 2.261], [1.822, -3.177, 2.770], [0.058, -4.649, 2.098], [1.132, -5.445, 3.234], [0.833, -7.010, 1.479], [2.443, -6.342, 1.252], [0.055, -5.724, -0.305], [1.454, -6.339, -0.817], [4.680, -1.595, 0.035], [5.087, -3.857, -0.447], [6.903, -4.014, -1.613], [5.675, -4.576, 1.559], [2.200, -4.296, -4.749], [2.155, -3.994, -3.673], [-3.144, 5.594, -0.295], [-1.831, 4.862, -0.019], [-0.722, 5.526, -0.848], [-1.505, 4.998, 1.475], [-1.906, 3.378, -0.385], [-3.058, 2.798, -0.920], [-3.145, 1.449, -1.264], [-2.020, 0.699, -1.048], [-1.807, -0.670, -1.299], [-0.528, -0.842, -0.900], [0.115, 0.250, -0.412], [-0.873, 1.255, -0.518], [-0.774, 2.577, -0.177], [-3.034, 6.642, -0.017], [-3.969, 5.184, 0.289], [-3.414, 5.562, -1.352], [-0.659, 6.587, -0.600], [-0.926, 5.438, -1.916], [0.255, 5.082, -0.651], [-1.452, 6.053, 1.748], [-0.546, 4.544, 1.726], [-2.276, 4.526, 2.087], [-3.932, 3.412, -1.081], [-4.047, 1.024, -1.679], [0.144, 2.976, 0.232]]}

***

Entry 4:
{"formula": "C3H4N2O2", "method": "wB97M-V/def2-TZVPD", "de_lowest_kj_mol": 297.9, "homo_lumo_gap_ev": 6.815, "lumo_ha": -0.020, "mol_weight_g_mol": 100.1, "smiles": "[NH3+]c1coc([O-])n1", "species": ["N", "C", "C", "O", "C", "O", "N", "H", "H", "H", "H"], "coordinates": [[-1.517, -0.706, -0.045], [-0.212, -0.015, -0.011], [0.134, 1.275, 0.156], [1.498, 1.273, 0.116], [1.919, -0.084, -0.074], [3.102, -0.341, -0.108], [0.816, -0.871, -0.168], [-1.931, -0.744, -0.983], [-2.212, -0.336, 0.606], [-1.250, -1.663, 0.226], [-0.363, 2.222, 0.297]]}

***

Entry 5:
{"formula": "C16H28F5N3O3PPdS3SeSi", "method": "wB97M-V/def2-TZVPD", "de_lowest_kj_mol": 75.8, "homo_lumo_gap_ev": 6.644, "lumo_ha": -0.173, "mol_weight_g_mol": 746.0, "total_charge": 1, "species": ["Pd", "N", "N", "C", "N", "S", "H", "H", "H", "H", "H", "C", "C", "C", "O", "P", "S", "S", "O", "C", "C", "C", "H", "H", "H", "H", "H", "H", "H", "H", "H", "H", "H", "H", "H", "H", "C", "Si", "C", "C", "O", "H", "H", "H", "H", "H", "H", "H", "H", "H", "F", "C", "C", "F", "C", "F", "C", "Se", "C", "F", "C", "F"], "coordinates": [[0.296, 0.026, 0.207], [2.354, -0.306, 0.546], [2.642, -0.460, 1.913], [1.705, -0.955, 2.737], [2.087, -1.295, 3.964], [0.084, -1.163, 2.268], [2.621, -1.147, 0.029], [2.843, 0.506, 0.177], [3.603, -0.350, 2.202], [3.049, -1.282, 4.262], [1.388, -1.575, 4.633], [3.450, 3.580, -0.271], [2.527, 4.431, -1.116], [2.728, 4.251, -2.604], [1.113, 4.219, -0.791], [0.276, 2.940, -0.451], [0.524, 2.191, 1.384], [0.758, 1.367, -1.668], [-1.192, 3.416, -0.582], [-1.868, 4.164, -1.657], [-1.488, 3.637, -3.022], [-1.621, 5.645, -1.478], [4.478, 3.882, -0.469], [3.350, 2.528, -0.543], [3.246, 3.702, 0.792], [2.662, 5.479, -0.850], [2.641, 3.202, -2.892], [3.724, 4.600, -2.879], [1.999, 4.835, -3.165], [-2.913, 3.937, -1.452], [-0.440, 3.845, -3.250], [-2.095, 4.143, -3.774], [-1.665, 2.566, -3.098], [-0.600, 5.914, -1.743], [-1.812, 5.946, -0.449], [-2.303, 6.196, -2.127], [-3.496, -1.079, -1.654], [-2.997, -0.388, 0.007], [-4.217, 0.925, 0.525], [-2.972, -1.735, 1.309], [-1.559, 0.434, -0.087], [-4.283, -1.829, -1.545], [-2.659, -1.549, -2.171], [-3.884, -0.282, -2.291], [-5.214, 0.495, 0.649], [-4.285, 1.711, -0.230], [-3.923, 1.386, 1.470], [-3.923, -2.272, 1.289], [-2.857, -1.313, 2.310], [-2.186, -2.476, 1.153], [-0.129, -6.900, 1.922], [-0.035, -5.793, 1.207], [-1.055, -5.431, 0.343], [-2.127, -6.202, 0.229], [-0.949, -4.261, -0.391], [-1.951, -3.954, -1.208], [0.162, -3.429, -0.293], [0.281, -1.862, -1.368], [1.170, -3.835, 0.570], [2.281, -3.084, 0.726], [1.087, -4.987, 1.323], [2.067, -5.320, 2.160]]}

***

Entry 6:
{"formula": "C46H58F5N9O6P2ReTe", "method": "wB97M-V/def2-TZVPD", "de_lowest_kj_mol": 0.0, "homo_lumo_gap_ev": [7.181, 5.564], "lumo_ha": [-0.184, -0.244], "mol_weight_g_mol": 1303.8, "total_charge": 2, "multiplicity": 4, "species": ["Re", "N", "C", "C", "O", "O", "H", "H", "H", "H", "O", "P", "N", "C", "C", "C", "C", "N", "C", "C", "C", "C", "N", "C", "C", "C", "C", "H", "H", "H", "H", "H", "H", "H", "H", "H", "H", "H", "H", "H", "H", "H", "H", "H", "H", "H", "H", "H", "H", "H", "H", "C", "C", "N", "C", "C", "N", "C", "N", "N", "N", "C", "C", "C", "C", "C", "C", "H", "H", "H", "H", "H", "H", "H", "H", "H", "H", "H", "C", "O", "P", "O", "C", "O", "C", "H", "H", "H", "H", "H", "H", "H", "H", "H", "F", "C", "C", "C", "F", "C", "F", "C", "F", "C", "F", "Te", "C", "C", "C", "C", "C", "C", "C", "C", "C", "C", "C", "C", "H", "H", "H", "H", "H", "H", "H", "H", "H", "H"], "coordinates": [[-0.037, -0.029, -0.295], [-0.537, 1.891, 0.772], [-1.948, 2.295, 0.502], [-2.692, 1.130, -0.116], [-3.736, 1.230, -0.692], [-2.036, -0.015, 0.099], [-0.450, 1.691, 1.767], [0.092, 2.655, 0.537], [-1.998, 3.144, -0.171], [-2.448, 2.557, 1.436], [-0.440, 0.974, -1.976], [-0.211, 1.450, -3.443], [-1.637, 1.329, -4.215], [-1.716, 1.550, -5.675], [-3.216, 1.566, -5.954], [-3.798, 2.177, -4.682], [-2.954, 1.559, -3.573], [0.317, 2.991, -3.375], [1.255, 3.746, -4.250], [1.097, 5.200, -3.803], [0.628, 5.089, -2.357], [-0.341, 3.921, -2.433], [0.906, 0.604, -4.288], [1.597, 1.061, -5.537], [1.970, -0.229, -6.258], [2.123, -1.233, -5.122], [0.934, -0.877, -4.248], [-1.196, 0.761, -6.221], [-1.268, 2.512, -5.954], [-3.589, 0.549, -6.089], [-3.450, 2.137, -6.850], [-4.857, 1.964, -4.551], [-3.670, 3.262, -4.701], [-3.376, 0.612, -3.231], [-2.876, 2.202, -2.702], [1.022, 3.629, -5.305], [2.278, 3.406, -4.082], [0.334, 5.701, -4.401], [2.030, 5.748, -3.910], [0.149, 5.998, -1.996], [1.468, 4.844, -1.706], [-1.308, 4.261, -2.823], [-0.505, 3.428, -1.481], [2.496, 1.617, -5.274], [0.965, 1.702, -6.146], [2.871, -0.103, -6.855], [1.161, -0.545, -6.921], [3.060, -1.063, -4.588], [2.090, -2.268, -5.456], [1.011, -1.234, -3.228], [0.031, -1.296, -4.697], [1.191, -2.974, 1.760], [1.589, -1.564, 1.991], [1.089, -0.452, 1.438], [1.813, 0.614, 1.987], [2.700, 0.139, 2.878], [2.544, -1.229, 2.872], [3.411, -2.136, 3.653], [4.777, -1.836, 3.422], [5.427, -0.990, 4.283], [6.619, -0.823, 3.881], [6.803, -1.564, 2.720], [7.936, -1.708, 1.914], [7.814, -2.512, 0.806], [6.594, -3.150, 0.490], [5.471, -3.011, 1.275], [5.617, -2.210, 2.412], [0.374, -3.017, 1.050], [0.860, -3.440, 2.689], [2.033, -3.542, 1.358], [1.675, 1.636, 1.689], [3.429, 0.628, 3.503], [3.187, -3.162, 3.375], [3.211, -1.984, 4.711], [8.860, -1.204, 2.162], [8.665, -2.659, 0.155], [6.542, -3.763, -0.401], [4.539, -3.497, 1.016], [0.395, -4.283, -1.381], [-0.055, -3.138, -2.137], [-0.972, -1.959, -1.629], [-2.176, -2.735, -1.009], [-3.574, -2.326, -1.065], [-1.482, -1.314, -2.953], [-2.070, -2.090, -4.025], [0.810, -4.974, -2.106], [-0.450, -4.746, -0.873], [1.165, -3.990, -0.681], [-4.104, -3.109, -1.602], [-3.683, -1.364, -1.558], [-3.938, -2.252, -0.048], [-2.180, -1.397, -4.853], [-3.045, -2.467, -3.721], [-1.415, -2.914, -4.297], [1.805, 2.495, -1.051], [2.487, 1.368, -1.361], [1.962, 0.133, -1.015], [2.831, -0.927, -1.197], [2.440, -2.172, -0.837], [4.094, -0.808, -1.745], [4.869, -1.872, -1.913], [4.536, 0.441, -2.148], [5.718, 0.574, -2.722], [3.730, 1.546, -1.938], [4.157, 2.758, -2.281], [-2.112, -1.977, 2.297], [-2.114, -3.328, 3.907], [-1.571, -3.007, 5.148], [-1.581, -3.945, 6.170], [-2.131, -5.203, 5.957], [-2.672, -5.523, 4.721], [-2.663, -4.588, 3.692], [-2.778, -0.210, 3.210], [-4.128, 0.125, 3.173], [-4.558, 1.327, 3.725], [-3.645, 2.198, 4.305], [-2.296, 1.869, 4.340], [-1.862, 0.667, 3.793], [-1.152, -2.023, 5.324], [-1.156, -3.696, 7.134], [-2.138, -5.932, 6.755], [-3.108, -6.500, 4.556], [-3.101, -4.838, 2.733], [-4.844, -0.548, 2.721], [-5.610, 1.580, 3.705], [-3.986, 3.131, 4.733], [-1.586, 2.540, 4.808], [-0.810, 0.400, 3.839]]}